#one
# F6H26O13P

A 14-piece molecular cluster, F6H26O13P overall (ωB97M-V/def2-TZVPD, OMol25).

```
! RIJCOSX wB97M-V def2-TZVPD def2/J DEFGRID3
* xyz -1 1
P 1.476 -10.571 9.405
F 1.436 -10.708 11.003
F -0.082 -11.039 9.242
F 0.966 -9.056 9.609
F 1.680 -10.276 7.779
F 3.059 -10.052 9.603
F 2.077 -12.034 9.286
O 4.254 -9.847 12.009
H 4.255 -10.614 12.610
H 3.793 -10.082 11.192
O -1.549 -14.491 9.497
H -1.730 -13.667 10.024
H -0.829 -14.269 8.918
O 1.863 -6.385 8.423
H 1.705 -7.338 8.212
H 2.417 -6.426 9.239
O 3.293 -7.910 6.550
H 2.967 -8.772 6.930
H 2.717 -7.182 6.818
O 0.522 -8.504 13.704
H 0.107 -8.022 12.984
H -0.010 -9.321 13.777
O 3.570 -7.091 10.609
H 3.293 -7.118 11.567
H 3.898 -7.949 10.432
O 3.113 -7.630 13.661
H 2.180 -7.795 13.978
H 3.356 -8.463 13.234
O -1.655 -9.516 11.931
H -0.862 -9.359 11.347
H -2.435 -9.250 11.454
O 3.928 -14.151 10.719
H 4.095 -13.773 9.846
H 3.120 -13.786 10.971
O -0.352 -6.312 10.886
H 0.399 -6.210 10.290
H -0.442 -5.489 11.443
O 5.296 -11.865 7.995
H 4.529 -11.339 8.090
H 6.066 -11.317 7.881
O -2.252 -8.163 9.346
H -1.816 -7.438 9.794
H -1.453 -8.728 9.214
O 1.804 -12.812 4.851
H 2.124 -13.134 5.688
H 0.821 -12.655 4.932
*
```

As for the lowest unoccupied orbital energy: 2.45 eV. The calculation puts the HOMO energy at -8.39 eV.

#two
# F6H26O13P

A 14-piece molecular cluster, F6H26O13P overall (ωB97M-V/def2-TZVPD, OMol25).

```
! RIJCOSX wB97M-V def2-TZVPD def2/J DEFGRID3
* xyz -1 1
P -0.118 0.174 0.318
F 0.860 -1.017 -0.155
F -0.746 0.096 -1.183
F -1.238 -0.898 0.751
F -1.016 1.495 0.612
F 0.587 0.016 1.818
F 0.929 1.300 -0.174
O -4.377 -0.648 2.959
H -3.742 -0.819 2.264
H -4.891 -1.454 3.018
O -0.852 2.087 -5.715
H -1.004 1.445 -5.022
H -1.089 1.631 -6.522
O 2.301 -5.738 -0.534
H 2.366 -6.455 -1.165
H 1.415 -5.395 -0.651
O 0.551 -2.149 -4.572
H 0.498 -1.826 -3.672
H 1.394 -1.828 -4.893
O 5.138 -2.646 1.733
H 4.265 -2.566 2.116
H 5.736 -2.536 2.472
O -5.161 -3.692 1.404
H -4.830 -4.590 1.387
H -4.832 -3.299 0.595
O -0.298 -3.209 3.917
H -0.364 -2.279 3.699
H -1.129 -3.584 3.625
O 1.578 2.048 5.016
H 1.311 2.392 4.164
H 0.902 1.409 5.240
O 1.158 5.892 -1.036
H 0.731 5.260 -1.615
H 1.654 5.355 -0.419
O 2.186 3.277 -3.807
H 2.232 2.492 -3.261
H 1.724 2.993 -4.596
O 4.280 -0.247 -1.433
H 4.826 -0.071 -0.667
H 3.452 -0.563 -1.070
O -1.733 3.841 3.565
H -1.636 3.220 2.842
H -2.061 3.313 4.292
O -3.990 2.648 -1.694
H -3.655 3.122 -2.455
H -3.312 2.002 -1.496
*
```

As for the lowest unoccupied orbital energy: 2.12 eV. The calculation puts the HOMO energy at -8.91 eV.

Top of the stability list: #one, leading by 181.2 kJ/mol.

#one
# C22H24Cl2N4

A 5-piece molecular cluster, C22H24Cl2N4 overall (ωB97M-V/def2-TZVPD, OMol25).

```
! RIJCOSX wB97M-V def2-TZVPD def2/J DEFGRID3
* xyz 0 1
Cl 2.626 9.961 -17.872
C 1.927 11.466 -18.469
C 0.778 11.882 -17.609
Cl 0.047 13.317 -18.313
H 1.583 11.213 -19.472
H 2.759 12.167 -18.523
H 1.083 12.261 -16.633
H -0.025 11.146 -17.650
N -1.629 9.920 -19.895
C -2.652 9.832 -19.068
C -2.871 8.661 -18.296
C -2.096 7.541 -18.429
C -0.900 7.671 -19.116
C -0.746 8.885 -19.844
H -3.434 10.570 -19.165
H -3.780 8.685 -17.714
H -2.235 6.611 -17.898
H -0.207 6.844 -19.097
H 0.138 9.068 -20.437
N 2.350 14.382 -14.959
C 2.739 13.221 -14.386
C 3.698 12.376 -14.953
C 4.349 12.854 -16.080
C 4.008 14.096 -16.577
C 2.875 14.794 -16.124
H 2.193 12.990 -13.483
H 3.897 11.429 -14.473
H 5.155 12.346 -16.588
H 4.459 14.423 -17.502
H 2.561 15.663 -16.684
N -3.001 9.699 -14.441
C -2.444 10.699 -15.122
C -3.161 11.823 -15.555
C -4.534 11.813 -15.316
C -5.158 10.713 -14.675
C -4.332 9.655 -14.195
H -1.418 10.522 -15.410
H -2.871 12.564 -16.286
H -5.176 12.508 -15.836
H -6.225 10.613 -14.541
H -4.739 8.732 -13.809
N 2.616 5.463 -19.825
C 2.518 4.263 -19.140
C 2.497 4.157 -17.754
C 2.547 5.286 -17.002
C 2.620 6.514 -17.684
C 2.664 6.559 -19.052
H 2.492 3.394 -19.781
H 2.403 3.162 -17.346
H 2.450 5.175 -15.932
H 2.498 7.447 -17.155
H 2.587 7.498 -19.580
*
```

As for the lowest unoccupied orbital energy: 0.66 eV. The calculation puts the HOMO energy at -9.44 eV.

#two
# C22H24Cl2N4

C22H24Cl2N4 as an isolated structure (ωB97M-V/def2-TZVPD, OMol25).

```
! RIJCOSX wB97M-V def2-TZVPD def2/J DEFGRID3
* xyz 0 1
Cl -19.186 -11.173 9.865
C -18.967 -10.465 11.515
C -20.237 -10.219 12.267
Cl -21.261 -8.775 11.862
H -18.459 -9.513 11.361
H -18.295 -11.056 12.138
H -19.869 -10.041 13.278
H -20.877 -11.102 12.252
N -15.845 -12.633 14.054
C -15.702 -13.972 13.915
C -15.875 -14.651 12.727
C -16.189 -13.927 11.601
C -16.287 -12.497 11.685
C -16.180 -11.956 12.960
H -15.513 -14.546 14.810
H -15.903 -15.729 12.678
H -16.263 -14.411 10.639
H -16.479 -11.843 10.847
H -16.419 -10.917 13.135
N -15.306 -7.939 10.404
C -15.376 -8.814 9.416
C -16.242 -9.900 9.483
C -17.003 -10.100 10.657
C -16.778 -9.326 11.774
C -15.968 -8.264 11.563
H -14.735 -8.691 8.555
H -16.407 -10.547 8.634
H -17.680 -10.938 10.734
H -17.337 -9.519 12.678
H -15.907 -7.507 12.330
N -13.183 -5.554 6.568
C -13.869 -6.700 6.822
C -13.693 -7.409 8.003
C -12.685 -7.098 8.858
C -11.899 -5.959 8.583
C -12.208 -5.198 7.440
H -14.627 -6.811 6.062
H -14.376 -8.179 8.327
H -12.449 -7.632 9.767
H -10.982 -5.725 9.104
H -11.503 -4.401 7.253
N -15.565 -8.705 7.574
C -16.788 -8.272 7.081
C -17.270 -8.868 5.925
C -16.598 -10.009 5.397
C -15.332 -10.300 5.839
C -14.855 -9.630 6.929
H -17.304 -7.427 7.513
H -18.159 -8.518 5.421
H -16.972 -10.635 4.600
H -14.835 -11.158 5.412
H -13.954 -10.013 7.383
*
```

As for the lowest unoccupied orbital energy: -0.06 eV. The calculation puts the HOMO energy at -7.45 eV.

Top of the stability list: #one, leading by 1345.9 kJ/mol.

#one
# C4H12NO3

A 2-piece molecular cluster, C4H12NO3 overall (ωB97M-V/def2-TZVPD, OMol25).

```
! RIJCOSX wB97M-V def2-TZVPD def2/J DEFGRID3
* xyz -1 1
C -0.305 1.329 1.005
C 0.747 0.199 0.878
C 0.188 -0.958 1.834
O 1.101 -1.266 2.896
N 0.851 -0.374 -0.469
C -0.332 -0.921 -1.235
O -1.386 -0.095 -1.425
H -0.052 2.129 1.707
H -1.273 1.077 1.437
H -0.483 1.854 0.073
H 1.652 0.592 1.321
H -0.681 -0.655 2.419
H 0.073 -1.841 1.219
H 2.014 -1.362 2.652
H 1.081 0.415 -1.075
H -0.019 -1.288 -2.235
H -0.651 -1.837 -0.675
H -1.144 0.918 -2.452
H -0.183 1.266 -3.699
O -0.849 1.666 -3.124
*
```

As for the lowest unoccupied orbital energy: 3.56 eV. The calculation puts the HOMO energy at -3.52 eV.

#two
# C4H12NO3

C4H12NO3 as an isolated structure (ωB97M-V/def2-TZVPD, OMol25).

```
! RIJCOSX wB97M-V def2-TZVPD def2/J DEFGRID3
* xyz -1 1
C 1.029 0.532 0.802
O 1.119 -0.887 0.485
C -0.385 1.046 0.645
C -1.043 0.883 -0.651
C -0.675 -0.375 -1.515
O -1.442 -0.515 -2.628
N -1.937 -0.789 1.724
H 1.813 1.008 0.076
H 1.420 0.600 1.924
H -0.287 2.129 0.962
H -0.833 1.728 -1.316
H -2.182 0.825 -0.439
H -0.663 -1.315 -0.897
H 0.386 -0.257 -1.782
H -2.096 -1.455 1.055
H -1.019 -0.045 1.343
H -1.802 -1.327 2.484
H 3.462 -0.718 -1.506
H 1.931 -0.897 0.070
O 3.203 -0.170 -0.835
*
```

As for the lowest unoccupied orbital energy: 0.26 eV. The calculation puts the HOMO energy at -3.94 eV.

Top of the stability list: #one, leading by 673.5 kJ/mol.

#one
# C16H20O2

A 2-piece molecular cluster, C16H20O2 overall (ωB97M-V/def2-TZVPD, OMol25).

```
! RIJCOSX wB97M-V def2-TZVPD def2/J DEFGRID3
* xyz 0 1
C -1.520 1.769 1.524
C -1.961 3.173 1.257
C -0.013 1.681 1.491
C 0.500 0.410 1.838
C 0.774 2.758 1.109
C 1.845 0.235 1.778
C 2.173 2.607 0.917
C 2.637 1.320 1.247
O 3.880 0.928 0.876
H -2.136 1.246 2.399
H -1.879 1.093 0.748
H -2.888 3.367 1.759
H -0.162 -0.301 2.050
H 0.262 3.667 1.041
H 2.425 -0.635 1.841
H 2.911 3.383 0.747
H 3.909 -0.038 1.077
H -2.142 3.302 0.198
H -1.371 4.027 1.630
C -1.660 -2.659 -0.279
C -2.971 -2.722 -1.168
C -0.589 -2.044 -1.024
C -0.592 -0.683 -0.901
C 0.500 -2.802 -1.620
C 0.450 0.084 -1.492
C 1.586 -2.152 -2.102
C 1.519 -0.707 -1.988
O 2.435 0.000 -2.612
H -1.860 -2.270 0.627
H -1.395 -3.651 -0.107
H -2.844 -3.715 -1.703
H -1.168 -0.100 -0.164
H 0.355 -3.936 -1.498
H 0.382 1.149 -1.550
H 2.397 -2.496 -2.699
H 3.198 -0.589 -2.935
H -3.088 -1.820 -1.857
H -3.900 -2.879 -0.455
*
```

As for the lowest unoccupied orbital energy: 0.64 eV. The calculation puts the HOMO energy at -7.84 eV.

#two
# C16H20O2

A 2-piece molecular cluster, C16H20O2 overall (ωB97M-V/def2-TZVPD, OMol25).

```
! RIJCOSX wB97M-V def2-TZVPD def2/J DEFGRID3
* xyz 0 1
C 2.596 -1.013 1.261
C 3.045 -2.399 1.792
C 1.318 -0.541 1.868
C 1.309 0.209 3.037
C 0.089 -0.742 1.239
C 0.131 0.593 3.660
C -1.099 -0.519 1.916
C -1.080 0.170 3.120
O -2.264 0.415 3.743
H 3.399 -0.298 1.432
H 2.461 -1.181 0.193
H 2.281 -3.135 1.545
H 2.255 0.561 3.432
H 0.033 -0.931 0.178
H 0.096 0.992 4.669
H -2.039 -0.613 1.395
H -2.105 0.601 4.674
H 3.065 -2.353 2.884
H 4.038 -2.651 1.450
C 1.260 1.660 -1.110
C 1.214 3.117 -1.522
C 0.247 0.845 -1.886
C 0.595 -0.280 -2.614
C -1.104 1.186 -1.868
C -0.352 -1.087 -3.246
C -2.055 0.432 -2.524
C -1.680 -0.712 -3.235
O -2.687 -1.432 -3.825
H 2.272 1.258 -1.132
H 0.937 1.471 -0.084
H 1.739 3.235 -2.474
H 1.629 -0.504 -2.816
H -1.490 1.965 -1.209
H 0.014 -1.987 -3.718
H -3.105 0.677 -2.622
H -2.379 -2.339 -3.960
H 1.766 3.746 -0.826
H 0.215 3.494 -1.710
*
```

As for the lowest unoccupied orbital energy: 0.77 eV. The calculation puts the HOMO energy at -8.32 eV.

Top of the stability list: #two, leading by 278.8 kJ/mol.